(1)
{"formula": "C17H21B2N2O7", "method": "ωB97M-V/def2-TZVPD", "symbols": ["C", "C", "B", "O", "C", "C", "O", "B", "C", "O", "H", "H", "H", "H", "H", "H", "H", "H", "H", "H", "H", "C", "C", "C", "C", "C", "C", "N", "O", "O", "H", "H", "H", "H", "H", "C", "C", "C", "C", "C", "C", "N", "O", "O", "H", "H", "H", "H", "H"], "positions_angstrom": [[1.372, -3.699, 2.514], [1.700, -4.728, 1.642], [2.349, -4.372, 0.162], [3.212, -3.141, 0.341], [3.343, -5.635, -0.249], [3.125, -6.182, -1.602], [2.256, -6.972, -1.934], [1.079, -4.065, -0.959], [1.208, -3.067, -2.200], [-0.148, -4.684, -0.759], [1.947, -3.479, 3.410], [0.487, -3.100, 2.310], [1.563, -5.774, 1.948], [2.665, -2.373, 0.196], [3.289, -6.455, 0.472], [4.366, -5.256, -0.205], [3.850, -5.854, -2.384], [2.096, -3.258, -2.799], [1.292, -2.073, -1.766], [0.307, -3.082, -2.822], [-0.616, -4.791, -1.593], [1.751, 2.392, 1.697], [1.693, 1.008, 1.802], [0.929, 0.275, 0.909], [0.237, 0.950, -0.081], [0.275, 2.328, -0.198], [1.040, 3.053, 0.701], [-0.556, 0.169, -1.043], [-0.571, -1.027, -0.886], [-1.138, 0.770, -1.931], [2.354, 2.960, 2.394], [2.246, 0.495, 2.577], [0.883, -0.804, 0.991], [-0.274, 2.826, -0.978], [1.087, 4.129, 0.624], [-5.508, 5.012, -0.013], [-4.864, 5.627, 1.052], [-3.485, 5.749, 1.052], [-2.771, 5.254, -0.023], [-3.394, 4.632, -1.089], [-4.774, 4.512, -1.080], [-1.310, 5.397, -0.038], [-0.781, 5.921, 0.920], [-0.717, 4.979, -1.011], [-6.586, 4.922, -0.012], [-5.437, 6.014, 1.883], [-2.979, 6.225, 1.879], [-2.819, 4.245, -1.917], [-5.276, 4.029, -1.906]], "lowdin_charge": [-0.079, -0.063, -0.694, -0.058, -0.087, -0.316, -0.004, -0.425, -0.027, 0.097, 0.017, 0.027, 0.071, 0.014, 0.097, 0.094, 0.114, 0.057, 0.033, 0.050, 0.080, -0.071, -0.056, 0.011, -0.134, -0.012, -0.072, -0.341, 0.089, 0.061, 0.103, 0.112, 0.110, 0.090, 0.085, -0.073, -0.069, -0.004, -0.141, 0.006, -0.061, -0.336, 0.079, 0.060, 0.105, 0.106, 0.118, 0.124, 0.109], "relative_energy_kj_mol": 0.0, "e_homo_ev": -2.603, "e_lumo_ev": 0.707, "total_charge": -1}


(2)
{"formula": "C2H7O2", "method": "ωB97M-V/def2-TZVPD", "symbols": ["O", "H", "H", "H", "C", "C", "O", "H", "H", "H", "H"], "positions_angstrom": [[-0.478, -1.678, 0.534], [-0.941, -2.505, 0.181], [0.125, 2.070, 0.864], [-0.101, -1.970, 1.426], [0.613, 1.175, 0.506], [-0.194, 0.524, -0.526], [0.287, 0.183, -1.644], [1.581, 1.402, 0.069], [0.701, 0.515, 1.362], [-1.262, 0.392, -0.422], [-0.331, -0.108, -2.351]], "mulliken_spin": [1.008, -0.022, -0.001, -0.020, 0.008, 0.004, 0.013, 0.002, 0.001, 0.005, 0.001], "relative_energy_kj_mol": 264.2, "s2": 0.7533, "e_homo_ev": [-23.361, -23.301], "multiplicity": 2, "e_lumo_ev": [-10.581, -17.752], "total_charge": 2}


(3)
{"formula": "C4H12N2", "method": "ωB97M-V/def2-TZVPD", "symbols": ["C", "C", "C", "C", "N", "H", "H", "H", "H", "H", "H", "H", "H", "H", "N", "H", "H", "H"], "positions_angstrom": [[-0.083, -0.129, -2.137], [0.478, 0.412, -0.841], [-0.347, 0.671, 0.257], [-1.600, -0.087, 0.562], [0.025, 1.582, 1.206], [0.733, -0.461, -2.781], [-0.644, 0.625, -2.696], [-0.742, -0.980, -1.971], [1.227, 1.184, -1.013], [-2.456, 0.578, 0.416], [-1.716, -0.961, -0.070], [-1.603, -0.441, 1.593], [0.925, 2.019, 1.076], [-0.150, 1.320, 2.164], [1.368, -1.275, 1.174], [1.118, -2.257, 1.280], [2.232, -1.156, 1.703], [1.236, -0.645, 0.079]], "lowdin_charge": [-0.112, -0.234, -0.425, -0.034, 0.112, 0.067, 0.072, 0.060, 0.105, 0.091, 0.071, 0.081, 0.099, 0.099, -0.077, -0.031, -0.036, 0.091], "relative_energy_kj_mol": 193.6, "e_homo_ev": -7.776, "e_lumo_ev": 1.032, "smiles": "C/C=C(\\C)N.N"}


(4)
{"formula": "C29H33As2KN6O5S2", "method": "ωB97M-V/def2-TZVPD", "symbols": ["K", "N", "C", "S", "N", "N", "C", "C", "C", "C", "C", "C", "C", "C", "C", "C", "C", "C", "N", "H", "H", "H", "H", "H", "H", "H", "H", "H", "H", "H", "O", "S", "O", "O", "O", "C", "As", "C", "C", "C", "C", "C", "C", "C", "As", "C", "C", "H", "H", "H", "H", "H", "H", "H", "H", "H", "H", "H", "H", "H", "H", "H", "H", "N", "C", "O", "C", "C", "C", "C", "N", "C", "H", "H", "H", "H", "H", "H"], "positions_angstrom": [[0.847, 0.860, -0.243], [2.648, -0.924, 2.421], [1.311, -1.130, 2.574], [0.703, -2.718, 2.869], [0.596, -0.013, 2.609], [-0.616, 0.041, 2.065], [-1.531, 0.743, 2.645], [-1.452, 1.235, 4.043], [-0.997, 0.390, 5.056], [-0.931, 0.843, 6.362], [-1.312, 2.143, 6.682], [-1.758, 2.991, 5.681], [-1.823, 2.535, 4.370], [-2.716, 1.010, 1.803], [-3.973, 1.269, 2.353], [-5.041, 1.494, 1.507], [-4.837, 1.460, 0.134], [-3.550, 1.203, -0.320], [-2.516, 0.993, 0.483], [3.169, -1.785, 2.340], [2.938, -0.177, 1.792], [-0.684, -0.616, 4.804], [-0.570, 0.177, 7.137], [-1.255, 2.492, 7.706], [-2.044, 4.011, 5.912], [-2.160, 3.200, 3.584], [-4.103, 1.272, 3.428], [-6.024, 1.689, 1.921], [-5.637, 1.642, -0.571], [-3.316, 1.190, -1.379], [3.128, 0.686, -0.106], [3.454, 1.668, -1.192], [4.861, 2.058, -1.149], [2.545, 2.843, -0.974], [3.093, 1.029, -2.488], [-2.172, -2.683, 0.472], [-0.601, -1.951, -0.415], [-1.482, -1.710, -2.194], [0.323, -3.621, -0.945], [-0.129, -4.891, -0.592], [0.546, -6.023, -1.021], [1.679, -5.897, -1.816], [2.142, -4.634, -2.154], [1.484, -3.485, -1.715], [2.145, -1.643, -2.056], [2.374, -1.801, -3.998], [4.008, -1.991, -1.543], [-1.859, -3.101, 1.430], [-2.676, -3.428, -0.148], [-2.843, -1.842, 0.655], [-2.130, -2.563, -2.407], [-0.724, -1.636, -2.974], [-2.051, -0.782, -2.174], [-1.006, -4.998, 0.035], [0.186, -7.004, -0.729], [2.208, -6.780, -2.157], [3.038, -4.547, -2.759], [3.020, -2.648, -4.244], [2.823, -0.872, -4.345], [1.399, -1.945, -4.469], [4.384, -2.828, -2.136], [4.026, -2.239, -0.482], [4.598, -1.091, -1.709], [1.602, 5.355, -1.216], [0.341, 5.191, -1.672], [-0.579, 5.977, -1.484], [0.157, 3.892, -2.387], [0.953, 3.540, -3.464], [0.779, 2.302, -4.043], [-0.144, 1.438, -3.482], [-0.889, 1.745, -2.418], [-0.745, 2.966, -1.898], [1.714, 6.131, -0.580], [2.154, 4.488, -1.055], [1.721, 4.215, -3.815], [1.405, 1.970, -4.857], [-0.275, 0.436, -3.871], [-1.347, 3.187, -1.024]], "lowdin_charge": [0.581, 0.070, -0.975, 0.401, -0.051, -0.027, -0.215, -0.169, -0.019, -0.090, -0.119, -0.104, -0.049, -0.228, -0.030, -0.091, -0.085, -0.154, 0.124, 0.056, 0.054, 0.092, 0.095, 0.086, 0.090, 0.115, 0.109, 0.095, 0.088, 0.087, -0.594, 0.217, -0.384, -0.461, -0.460, -0.340, 1.092, -0.300, -0.414, -0.119, -0.115, -0.119, -0.128, -0.404, 1.150, -0.308, -0.277, -0.018, 0.012, 0.004, 0.016, -0.017, -0.012, 0.081, 0.088, 0.086, 0.080, 0.006, 0.010, 0.007, 0.006, 0.023, 0.020, 0.176, -0.524, 0.018, -0.147, -0.013, -0.053, -0.147, 0.044, -0.121, 0.103, 0.060, 0.126, 0.106, 0.091, 0.117], "relative_energy_kj_mol": 42.0, "e_homo_ev": -1.975, "e_lumo_ev": 3.964, "total_charge": -2}


(5)
{"formula": "C33H35F5HgN4P2S", "method": "ωB97M-V/def2-TZVPD", "symbols": ["Hg", "C", "C", "C", "C", "C", "C", "C", "C", "C", "H", "H", "H", "H", "H", "H", "H", "H", "H", "H", "H", "H", "H", "H", "H", "P", "P", "N", "N", "N", "N", "C", "C", "C", "C", "C", "C", "C", "C", "C", "C", "C", "C", "C", "C", "C", "C", "C", "C", "H", "H", "H", "H", "H", "H", "H", "H", "H", "H", "H", "H", "H", "H", "H", "H", "H", "H", "H", "H", "F", "C", "C", "F", "C", "F", "C", "S", "C", "F", "C", "F"], "positions_angstrom": [[-0.550, -2.601, -0.264], [-0.166, 2.088, 4.114], [-0.691, 1.353, 3.109], [-0.650, 1.746, 1.648], [0.606, 1.187, 1.045], [1.929, 1.934, 1.321], [2.161, 2.910, 2.177], [1.140, 3.847, 2.750], [0.711, 3.319, 4.132], [0.107, -2.819, 1.794], [-0.513, 1.766, 5.113], [-1.542, 0.696, 3.397], [-0.819, 2.818, 1.434], [-1.532, 1.320, 1.166], [0.728, 0.134, 1.345], [0.418, 1.108, -0.023], [2.748, 1.276, 0.958], [3.201, 3.217, 2.368], [0.247, 3.854, 2.114], [1.533, 4.885, 2.790], [1.604, 3.080, 4.728], [0.213, 4.181, 4.615], [-0.531, -3.596, 2.103], [-0.267, -1.993, 2.421], [1.127, -3.094, 2.082], [1.353, -1.368, -2.853], [-1.968, -1.143, -2.734], [2.722, -0.246, -3.000], [2.181, -2.580, -3.912], [-2.175, 0.625, -2.725], [-3.570, -1.351, -3.500], [0.411, -0.563, -4.219], [-1.019, -1.106, -4.343], [3.590, 0.055, -1.942], [4.560, 0.944, -2.396], [4.306, 1.170, -3.783], [3.186, 0.427, -4.133], [2.430, -3.892, -3.503], [2.911, -4.631, -4.572], [2.999, -3.729, -5.680], [2.567, -2.476, -5.249], [-2.055, 1.382, -1.555], [-1.854, 2.714, -1.884], [-1.940, 2.796, -3.311], [-2.117, 1.516, -3.799], [-4.316, -0.591, -4.411], [-5.535, -1.230, -4.627], [-5.539, -2.434, -3.845], [-4.325, -2.488, -3.181], [0.870, -0.692, -5.209], [0.405, 0.520, -4.032], [-1.564, -0.583, -5.146], [-0.989, -2.159, -4.653], [3.424, -0.390, -0.976], [5.347, 1.386, -1.791], [4.874, 1.810, -4.447], [2.673, 0.359, -5.085], [2.241, -4.172, -2.480], [3.147, -5.689, -4.567], [3.332, -3.971, -6.672], [2.500, -1.549, -5.805], [-2.168, 0.898, -0.588], [-1.627, 3.522, -1.184], [-1.885, 3.698, -3.919], [-2.192, 1.177, -4.837], [-3.941, 0.319, -4.856], [-6.320, -0.898, -5.285], [-6.319, -3.181, -3.795], [-3.906, -3.230, -2.523], [0.855, 0.315, 11.076], [0.232, 0.079, 9.910], [-0.164, 1.187, 9.147], [0.178, 2.450, 9.503], [-0.927, 0.965, 8.015], [-1.548, 1.994, 7.383], [-1.138, -0.344, 7.495], [-1.751, -0.614, 5.970], [-0.757, -1.423, 8.340], [-1.134, -2.654, 7.944], [-0.062, -1.237, 9.521], [0.299, -2.312, 10.264]], "lowdin_charge": [0.658, -0.100, -0.103, -0.227, -0.200, -0.081, -0.123, -0.203, -0.186, -0.383, 0.049, 0.075, 0.106, 0.075, 0.091, 0.079, 0.095, 0.108, 0.083, 0.119, 0.112, 0.116, -0.089, -0.048, -0.026, 1.045, 0.982, -0.272, -0.248, -0.257, -0.268, -0.407, -0.397, -0.148, -0.096, -0.089, -0.154, -0.159, -0.099, -0.088, -0.147, -0.155, -0.084, -0.083, -0.184, -0.129, -0.088, -0.102, -0.165, 0.062, 0.084, 0.071, 0.084, 0.089, 0.093, 0.094, 0.088, 0.086, 0.091, 0.087, 0.082, 0.080, 0.098, 0.099, 0.096, 0.079, 0.088, 0.089, 0.087, 0.132, -0.098, -0.116, 0.114, -0.200, 0.078, -0.589, 0.882, -0.215, 0.082, -0.113, 0.113], "relative_energy_kj_mol": 51.3, "e_homo_ev": [-8.290, -6.618], "e_lumo_ev": [-0.642, -2.782]}


(6)
{"formula": "CH2Cl2O3", "method": "ωB97M-V/def2-TZVPD", "symbols": ["C", "O", "O", "O", "Cl", "Cl", "H", "H"], "positions_angstrom": [[-0.507, 0.460, 0.395], [0.333, 0.453, -0.661], [-2.252, 1.111, -0.179], [-0.162, 1.389, 1.326], [-2.059, 1.722, -1.654], [-0.740, 1.158, 2.921], [-0.894, -0.558, 0.861], [0.019, 1.254, -1.254]], "lowdin_charge": [-0.403, 0.006, -0.728, -0.491, 0.623, 0.722, 0.181, 0.090], "relative_energy_kj_mol": 378.1, "e_homo_ev": -9.586, "e_lumo_ev": -0.945}


(7)
{"formula": "C6H12N2", "method": "ωB97M-V/def2-TZVPD", "symbols": ["C", "C", "C", "N", "C", "C", "C", "N", "H", "H", "H", "H", "H", "H", "H", "H", "H", "H", "H", "H"], "positions_angstrom": [[-1.164, -1.626, 0.395], [-1.991, -0.485, 0.906], [-1.962, 0.757, 0.417], [-1.078, 1.251, -0.597], [0.166, 1.355, 0.069], [1.293, 0.662, -0.199], [1.577, -0.109, -1.458], [2.346, 0.692, 0.715], [-0.294, -1.769, 1.036], [-1.745, -2.548, 0.404], [-0.829, -1.476, -0.637], [-2.774, -0.744, 1.595], [-2.648, 1.508, 0.790], [-1.019, 0.614, -1.386], [0.144, 2.015, 0.926], [0.779, -0.011, -2.188], [2.501, 0.262, -1.899], [1.713, -1.170, -1.243], [2.945, -0.122, 0.692], [2.041, 0.945, 1.661]], "lowdin_charge": [-0.096, -0.141, -0.177, -0.034, -0.150, -0.409, -0.050, 0.056, 0.078, 0.070, 0.060, 0.088, 0.100, 0.093, 0.117, 0.067, 0.082, 0.076, 0.078, 0.092], "relative_energy_kj_mol": 155.2, "e_homo_ev": -7.121, "e_lumo_ev": 0.953, "smiles": "C/C=C\\N/C=C(\\C)N"}


(8)
{"formula": "C36H27Cl2NP2PtSTe", "method": "ωB97M-V/def2-TZVPD", "symbols": ["Pt", "Te", "C", "C", "C", "N", "C", "C", "C", "P", "C", "C", "C", "C", "C", "C", "C", "C", "C", "C", "C", "C", "P", "C", "C", "C", "C", "C", "C", "C", "C", "C", "C", "C", "C", "H", "H", "H", "H", "H", "H", "H", "H", "H", "H", "H", "H", "H", "H", "H", "H", "H", "H", "H", "H", "H", "H", "H", "H", "Cl", "C", "C", "C", "C", "C", "Cl", "C", "S", "H", "H", "H"], "positions_angstrom": [[0.115, -1.443, 1.884], [-2.701, -0.569, -1.609], [-2.324, 0.313, -3.439], [-3.373, 0.938, -4.099], [-3.094, 1.505, -5.338], [-1.898, 1.469, -5.918], [-0.919, 0.843, -5.270], [-1.067, 0.246, -4.026], [-0.923, -0.139, -0.599], [-1.193, 0.626, 0.975], [-2.763, 1.512, 0.821], [-2.982, 2.395, -0.247], [-4.190, 3.067, -0.356], [-5.175, 2.877, 0.604], [-4.956, 2.017, 1.673], [-3.754, 1.332, 1.783], [0.068, 1.871, 1.317], [0.346, 2.168, 2.650], [1.233, 3.187, 2.956], [1.851, 3.901, 1.938], [1.578, 3.606, 0.608], [0.677, 2.599, 0.297], [0.328, -1.442, -0.436], [-0.246, -2.818, -1.439], [0.324, -3.116, -2.676], [-0.222, -4.130, -3.451], [-1.322, -4.846, -2.996], [-1.878, -4.569, -1.753], [-1.337, -3.559, -0.972], [1.899, -0.884, -1.113], [3.053, -1.595, -0.784], [4.274, -1.203, -1.311], [4.353, -0.100, -2.150], [3.208, 0.613, -2.477], [1.983, 0.216, -1.962], [-4.370, 1.003, -3.684], [-3.879, 2.013, -5.884], [0.043, 0.812, -5.769], [-0.235, -0.261, -3.561], [-2.191, 2.597, -0.962], [-4.355, 3.754, -1.175], [-6.113, 3.411, 0.528], [-5.724, 1.878, 2.421], [-3.596, 0.652, 2.610], [-0.121, 1.599, 3.447], [1.443, 3.425, 3.990], [2.544, 4.695, 2.179], [2.058, 4.166, -0.182], [0.453, 2.381, -0.737], [1.191, -2.573, -3.030], [0.218, -4.367, -4.409], [-1.735, -5.638, -3.605], [-2.713, -5.149, -1.387], [-1.737, -3.374, 0.021], [3.007, -2.454, -0.125], [5.168, -1.760, -1.066], [5.310, 0.203, -2.552], [3.268, 1.471, -3.132], [1.093, 0.770, -2.222], [2.470, -0.579, 2.458], [2.597, -0.986, 4.158], [3.777, -0.664, 4.781], [3.929, -0.997, 6.125], [2.921, -1.645, 6.820], [1.740, -1.968, 6.176], [0.514, -2.768, 7.069], [1.533, -1.638, 4.815], [0.050, -2.058, 4.073], [4.571, -0.177, 4.233], [4.854, -0.754, 6.630], [3.044, -1.905, 7.861]], "mulliken_spin": [0.746, 0.922, -0.024, 0.005, -0.012, 0.040, -0.001, 0.057, 0.446, 0.259, 0.125, 0.047, 0.016, 0.000, 0.028, 0.026, -0.001, 0.001, 0.001, 0.005, 0.001, 0.026, 0.246, 0.055, -0.001, 0.011, 0.003, 0.008, 0.026, -0.081, 0.000, 0.001, 0.004, 0.000, 0.025, 0.001, 0.000, -0.001, -0.020, -0.016, 0.001, 0.000, 0.001, -0.007, -0.008, 0.000, 0.000, 0.002, 0.016, 0.000, 0.000, 0.000, -0.001, -0.030, 0.002, 0.000, 0.000, 0.001, 0.053, 0.093, 0.102, -0.031, 0.111, -0.046, 0.092, 0.020, -0.029, 0.675, 0.002, 0.006, 0.001], "relative_energy_kj_mol": 12.5, "s2": 6.0363, "e_homo_ev": [-12.903, -13.669], "multiplicity": 5, "e_lumo_ev": [-5.387, -8.415], "total_charge": 2}


(9)
{"formula": "C5H14NO", "method": "ωB97M-V/def2-TZVPD", "symbols": ["C", "C", "C", "C", "C", "N", "H", "H", "H", "H", "H", "H", "H", "H", "H", "H", "H", "H", "H", "H", "O"], "positions_angstrom": [[-1.406, 0.293, 1.386], [-0.005, 0.712, 1.809], [0.494, 1.452, 0.635], [0.960, 0.689, -0.538], [1.260, 1.310, -1.639], [1.016, -0.905, -0.377], [-1.619, -0.677, 1.823], [-2.265, 0.881, 1.871], [-1.683, 0.121, 0.344], [-0.167, 1.210, 2.773], [0.576, -0.171, 2.248], [1.496, 2.028, 0.838], [-0.330, 2.211, 0.432], [1.610, 0.709, -2.444], [1.273, 2.335, -1.836], [1.785, -1.328, 0.172], [0.139, -1.115, 0.017], [1.145, -1.233, -1.407], [-0.861, -3.409, -2.054], [-2.012, -2.311, -2.292], [-1.408, -2.803, -1.760]], "lowdin_charge": [-0.135, -0.276, -0.216, -0.253, 0.106, 0.261, 0.071, 0.119, 0.076, 0.124, 0.132, 0.169, 0.163, 0.075, 0.089, 0.180, 0.086, 0.198, -0.047, 0.050, 0.028], "relative_energy_kj_mol": 329.0, "e_homo_ev": -14.302, "e_lumo_ev": -3.455, "total_charge": 1}